# C5H12N2O

A gas-phase ion, C5H12N2O (charge -1) (ωB97M-V/def2-TZVPD, the Open Molecules 2025 dataset).

Last columns: bonded neighbours and bond lengths (Å).
Geometry (Å):
1 N -1.02068 -1.54641 1.08921  C2 1.548, H9 0.956, H10 0.998
2 C -0.38668 -0.15271 1.31504  N1 1.548, C3 1.559, C6 1.595, H11 1.080
3 C 0.70565 0.41814 0.36085  C2 1.559, C4 1.499, H12 1.199, H13 1.172
4 C 1.32062 -0.53572 -0.61916  C3 1.499, C5 1.534, H14 1.102, H15 1.255
5 C 2.10528 0.35418 -1.59229  C4 1.534, H16 1.105, H17 1.159, H18 1.104
6 C -1.63438 0.77579 0.96284  C2 1.595, N7 1.364, O8 1.192
7 N -2.68409 0.39835 0.17764  C6 1.364, H19 1.061, H20 0.950
8 O -1.61899 1.86683 1.44243  C6 1.192
9 H -0.44959 -2.29158 1.26813  N1 0.956
10 H -1.08608 -1.74589 0.11398  N1 0.998
11 H -0.15797 -0.10507 2.36946  C2 1.080
12 H 0.35140 1.33895 -0.32057  C3 1.199
13 H 1.37140 1.06836 1.07338  C3 1.172
14 H 2.02688 -1.30605 -0.27100  C4 1.102
15 H 0.52984 -1.03694 -1.45490  C4 1.255
16 H 2.34440 1.33007 -1.13163  C5 1.105
17 H 2.95693 -0.18784 -2.16173  C5 1.159
18 H 1.59778 0.75506 -2.48758  C5 1.104
19 H -3.59615 0.92448 0.30805  N7 1.061
20 H -2.67556 -0.32201 -0.44216  N7 0.950

Computed properties:
Expectation value of S² ... 0.751
Relative energy (zero: lowest compared OMol25 entry of this formula, charge and spin) ... 2.221 eV
Molar mass ... 116.16 g/mol
Kohn-Sham gap (spin up / spin down) ... 0.110 / 0.349 Ha
Multiplicity ... 2
Net charge ... -1

# C4H7NO2

2 unconnected molecules or ions with the total composition C4H7NO2 (ωB97M-V/def2-TZVPD, the Open Molecules 2025 dataset).

Last columns: bonded neighbours and bond lengths (Å).
Geometry (Å):
1 C 0.37771 -2.17318 -1.48750  N5 1.265, O6 1.279, H8 1.130
2 C -0.39274 0.53611 2.04395  C3 1.539, C4 1.568, O7 1.409, H9 1.141
3 C 0.11983 -0.91491 2.05268  C2 1.539, O7 1.244
4 C -0.34735 1.51238 0.81738  C2 1.568, H11 1.140, H12 1.071, H13 1.113
5 N 0.57641 -0.92927 -1.59862  C1 1.265, H14 1.048
6 O 0.03752 -2.74557 -0.39586  C1 1.279, H10 1.003
7 O 0.81517 -0.00066 2.53146  C2 1.409, C3 1.244
8 H 0.72060 -2.86832 -2.30953  C1 1.130
9 H -1.16017 0.85649 2.82480  C2 1.141
10 H 0.12028 -2.06673 0.33727  O6 1.003
11 H 0.35283 0.90013 0.15833  C4 1.140
12 H 0.12960 2.45610 0.98683  C4 1.071
13 H -1.35706 1.64241 0.36811  C4 1.113
14 H 0.81425 -0.39818 -2.47013  N5 1.048

Computed properties:
Relative energy (zero: lowest compared OMol25 entry of this formula, charge and spin) ... 5.171 eV
Molar mass ... 101.10 g/mol
Kohn-Sham gap ... 0.364 Ha

# C57H114O19

19 unconnected molecules or ions with the total composition C57H114O19 (ωB97M-V/def2-TZVPD, the Open Molecules 2025 dataset).

Last columns: bonded neighbours and bond lengths (Å).
Geometry (Å):
1 C 23.74015 12.50437 14.11597  C2 1.524, H5 1.046, H6 1.082, H7 1.057
2 C 24.10359 12.53144 12.63610  C1 1.524, O3 1.236, C4 1.475
3 O 24.14640 11.43217 12.07180  C2 1.236
4 C 24.26060 13.71207 11.76547  C2 1.475, H8 1.102, H9 1.069, H10 1.100
5 H 23.91926 11.53265 14.45972  C1 1.046
6 H 22.68493 12.74463 14.10538  C1 1.082
7 H 24.15091 13.30734 14.66795  C1 1.057
8 H 25.25520 14.15372 11.93815  C4 1.102
9 H 23.60710 14.50924 12.04739  C4 1.069
10 H 24.13726 13.38565 10.72186  C4 1.100
11 C 18.59941 19.63629 7.02114  C12 1.507, H15 1.105, H16 1.100, H17 1.072
12 C 18.83948 19.97905 8.46846  C11 1.507, O13 1.187, C14 1.556
13 O 17.90625 20.19062 9.17013  C12 1.187
14 C 20.28737 20.34232 8.90875  C12 1.556, H18 1.128, H19 1.060, H20 1.090
15 H 19.09606 18.66900 6.82577  C11 1.105
16 H 19.07824 20.46708 6.48268  C11 1.100
17 H 17.55203 19.58246 6.79986  C11 1.072
18 H 20.70276 19.33442 9.19763  C14 1.128
19 H 20.33848 20.94353 9.78086  C14 1.060
20 H 20.93787 20.67747 8.10035  C14 1.090
21 C 17.54782 11.83046 13.84880  C22 1.498, H25 1.129, H26 1.036, H27 1.041
22 C 18.53202 12.48646 12.92980  C21 1.498, O23 1.266, C24 1.520
23 O 18.22366 13.45298 12.17244  C22 1.266
24 C 19.88209 11.79142 13.00364  C22 1.520, H28 1.118, H29 1.094, H30 1.088
25 H 18.08006 11.40916 14.75142  C21 1.129
26 H 17.03157 11.07145 13.36893  C21 1.036
27 H 16.91244 12.49741 14.33424  C21 1.041
28 H 20.62864 12.08010 12.22263  C24 1.118
29 H 19.52472 10.76408 12.89064  C24 1.094
30 H 20.23820 11.90878 14.02520  C24 1.088
31 C 17.37510 18.93953 19.57815  C32 1.541, H35 1.132, H36 1.080, H37 1.056
32 C 18.75288 18.33004 19.25255  C31 1.541, O33 1.219, C34 1.540
33 O 18.89318 17.35655 18.53196  C32 1.219
34 C 19.98044 19.06196 19.82668  C32 1.540, H38 1.094, H39 1.060, H40 1.081
35 H 16.52312 18.40674 19.05712  C31 1.132
36 H 17.46966 19.99342 19.36088  C31 1.080
37 H 17.02951 18.98872 20.57440  C31 1.056
38 H 19.82481 20.14107 19.74044  C34 1.094
39 H 20.81192 18.68010 19.29180  C34 1.060
40 H 20.04651 18.91493 20.89510  C34 1.081
41 C 10.96017 15.07580 16.12084  C42 1.506, H45 1.079, H46 1.074, H47 1.085
42 C 10.43099 16.04922 15.10066  C41 1.506, O43 1.217, C44 1.552
43 O 10.30400 17.23652 15.33326  C42 1.217
44 C 9.83207 15.55400 13.75773  C42 1.552, H48 1.049, H49 1.093, H50 1.057
45 H 10.38828 14.16322 16.05165  C41 1.079
46 H 11.04672 15.47512 17.11428  C41 1.074
47 H 11.92400 14.65123 15.85824  C41 1.085
48 H 8.85014 15.23384 13.93902  C44 1.049
49 H 10.49717 14.76898 13.38886  C44 1.093
50 H 9.81378 16.36676 13.08282  C44 1.057
51 C 20.89354 24.32085 12.14757  C52 1.553, H55 1.064, H56 1.081, H57 1.115
52 C 19.58309 24.07121 11.35154  C51 1.553, O53 1.186, C54 1.518
53 O 19.55111 23.26587 10.48201  C52 1.186
54 C 18.40890 24.98718 11.64806  C52 1.518, H58 1.094, H59 1.073, H60 1.111
55 H 21.73125 24.09697 11.53050  C51 1.064
56 H 21.05523 23.61855 12.95379  C51 1.081
57 H 20.88400 25.39579 12.44454  C51 1.115
58 H 18.73200 25.93277 12.09431  C54 1.094
59 H 17.84509 24.41605 12.35991  C54 1.073
60 H 17.84595 25.05962 10.69311  C54 1.111
61 C 18.85020 15.19930 9.21805  C62 1.494, H65 1.079, H66 1.090, H67 1.101
62 C 20.29439 15.52640 9.02119  C61 1.494, O63 1.206, C64 1.489
63 O 20.60545 16.68642 8.90871  C62 1.206
64 C 21.35572 14.48262 8.97221  C62 1.489, H68 1.151, H69 1.054, H70 1.106
65 H 18.66513 14.38658 8.53221  C61 1.079
66 H 18.23014 16.06863 8.99871  C61 1.090
67 H 18.73978 14.77663 10.22870  C61 1.101
68 H 21.48276 14.35153 7.83606  C64 1.151
69 H 21.10045 13.57775 9.44816  C64 1.054
70 H 22.25476 14.87677 9.48204  C64 1.106
71 C 21.75083 17.63730 13.98815  C72 1.485, H75 1.068, H76 1.093, H77 1.105
72 C 21.57021 16.74022 12.81886  C71 1.485, O73 1.198, C74 1.463
73 O 22.53489 16.21881 12.33651  C72 1.198
74 C 20.19815 16.67919 12.31531  C72 1.463, H78 1.134, H79 1.113, H80 1.043
75 H 21.97691 18.59770 13.57929  C71 1.068
76 H 22.50590 17.26908 14.68744  C71 1.093
77 H 20.77498 17.73656 14.49720  C71 1.105
78 H 19.61152 15.81525 12.75671  C74 1.134
79 H 20.26778 16.51893 11.21655  C74 1.113
80 H 19.62705 17.54700 12.40723  C74 1.043
81 C 23.26804 17.04225 17.48446  C82 1.464, H85 1.091, H86 1.122, H87 1.087
82 C 23.88760 15.76010 17.14604  C81 1.464, O83 1.189, C84 1.540
83 O 23.32710 14.73930 17.38480  C82 1.189
84 C 25.16659 15.80317 16.28917  C82 1.540, H88 1.145, H89 1.105, H90 1.111
85 H 22.52180 16.83336 18.25178  C81 1.091
86 H 22.72406 17.48252 16.60770  C81 1.122
87 H 24.04677 17.74148 17.77796  C81 1.087
88 H 25.86715 16.58673 16.74408  C84 1.145
89 H 24.90525 16.18148 15.28484  C84 1.105
90 H 25.58827 14.77895 16.20351  C84 1.111
91 C 16.30460 15.15968 17.38602  C92 1.488, H95 1.100, H96 1.155, H97 1.099
92 C 15.84937 15.34914 15.98205  C91 1.488, O93 1.223, C94 1.507
93 O 14.77684 14.92536 15.57570  C92 1.223
94 C 16.78839 16.04727 15.03237  C92 1.507, H98 1.105, H99 1.071, H100 1.111
95 H 15.63782 15.79164 17.99037  C91 1.100
96 H 17.40741 15.45246 17.56747  C91 1.155
97 H 16.02933 14.14141 17.69440  C91 1.099
98 H 16.41778 16.19096 14.00144  C94 1.105
99 H 17.72407 15.54155 14.90985  C94 1.071
100 H 17.09973 16.99680 15.51840  C94 1.111
101 C 20.49839 14.69678 15.95601  C102 1.527, H105 1.068, H106 1.128, H107 1.101
102 C 19.97923 13.50145 16.75192  C101 1.527, O103 1.201, C104 1.541
103 O 18.83425 13.14958 16.66558  C102 1.201
104 C 20.90382 12.75741 17.73466  C102 1.541, H108 1.107, H109 1.133, H110 1.052
105 H 20.83069 15.44925 16.63759  C101 1.068
106 H 19.75659 15.07291 15.19420  C101 1.128
107 H 21.32262 14.39984 15.28900  C101 1.101
108 H 21.54336 13.45976 18.30363  C104 1.107
109 H 21.64849 12.13462 17.15041  C104 1.133
110 H 20.43015 12.10292 18.40913  C104 1.052
111 C 12.78230 12.40560 18.18972  C112 1.516, H115 1.087, H116 1.075, H117 1.061
112 C 13.22022 11.51420 17.04375  C111 1.516, O113 1.194, C114 1.474
113 O 14.33781 11.09747 16.99078  C112 1.194
114 C 12.24857 11.16225 15.99297  C112 1.474, H118 1.091, H119 1.091, H120 1.145
115 H 12.05114 11.88790 18.80509  C111 1.087
116 H 12.38389 13.29794 17.74241  C111 1.075
117 H 13.66389 12.67097 18.71649  C111 1.061
118 H 11.29063 11.19637 16.51445  C114 1.091
119 H 12.49634 10.18453 15.57818  C114 1.091
120 H 12.22423 12.02612 15.24165  C114 1.145
121 C 21.33815 20.95989 17.03454  C122 1.557, H125 1.103, H126 1.112, H127 1.060
122 C 21.85651 21.51221 15.67382  C121 1.557, O123 1.213, C124 1.470
123 O 21.20419 21.30942 14.67137  C122 1.213
124 C 23.20471 22.09808 15.69395  C122 1.470, H128 1.095, H129 1.136, H130 1.073
125 H 21.56514 21.55833 17.93300  C121 1.103
126 H 21.98477 20.06455 17.16661  C121 1.112
127 H 20.28141 20.87682 17.01827  C121 1.060
128 H 23.98686 21.43997 16.08693  C124 1.095
129 H 23.18882 23.05486 16.30573  C124 1.136
130 H 23.36331 22.32733 14.65825  C124 1.073
131 C 12.91559 17.58704 17.22638  C132 1.517, H135 1.069, H136 1.087, H137 1.115
132 C 13.79456 18.67508 16.63891  C131 1.517, O133 1.224, C134 1.508
133 O 14.56627 19.21901 17.41853  C132 1.224
134 C 13.66775 19.15946 15.21636  C132 1.508, H138 1.080, H139 1.073, H140 1.162
135 H 13.05376 17.68927 18.28171  C131 1.069
136 H 13.26156 16.61869 16.87248  C131 1.087
137 H 11.84269 17.66921 16.93241  C131 1.115
138 H 14.50393 18.80936 14.62866  C134 1.080
139 H 13.60600 20.22933 15.16617  C134 1.073
140 H 12.78939 18.75219 14.57332  C134 1.162
141 C 14.01761 15.84736 12.19301  C142 1.508, H145 1.116, H146 1.092, H147 1.061
142 C 13.12420 17.00571 11.82518  C141 1.508, O143 1.208, C144 1.518
143 O 12.59033 17.65883 12.68982  C142 1.208
144 C 12.87101 17.27002 10.35238  C142 1.518, H148 1.117, H149 1.090, H150 1.074
145 H 14.02943 15.03314 11.42996  C141 1.116
146 H 13.60481 15.28802 13.03530  C141 1.092
147 H 14.99052 16.16357 12.47550  C141 1.061
148 H 12.26059 18.19536 10.21403  C144 1.117
149 H 12.33109 16.41660 9.94148  C144 1.090
150 H 13.78547 17.36096 9.79582  C144 1.074
151 C 23.19699 24.26101 8.43904  C152 1.481, H155 1.088, H156 1.117, H157 1.133
152 C 24.45622 23.94649 9.15156  C151 1.481, O153 1.195, C154 1.514
153 O 24.91982 22.84980 9.04716  C152 1.195
154 C 25.05732 25.03523 10.01547  C152 1.514, H158 1.118, H159 1.089, H160 1.051
155 H 23.08328 25.29731 8.12894  C151 1.088
156 H 22.36866 23.98874 9.13684  C151 1.117
157 H 23.09723 23.59150 7.53108  C151 1.133
158 H 26.03393 24.75751 10.48255  C154 1.118
159 H 24.30868 25.15454 10.79733  C154 1.089
160 H 25.13436 25.93065 9.47015  C154 1.051
161 C 26.12126 17.85595 12.48041  C162 1.520, H165 1.116, H166 1.056, H167 1.080
162 C 25.32804 18.80624 13.36210  C161 1.520, O163 1.226, C164 1.549
163 O 25.10152 18.61218 14.55100  C162 1.226
164 C 24.85885 20.05970 12.58260  C162 1.549, H168 1.144, H169 1.122, H170 1.092
165 H 26.27869 16.91800 13.06482  C161 1.116
166 H 27.08144 18.27002 12.33202  C161 1.056
167 H 25.64890 17.69314 11.52295  C161 1.080
168 H 24.05106 20.62729 13.16122  C164 1.144
169 H 24.58386 19.62634 11.58474  C164 1.122
170 H 25.76886 20.64449 12.43346  C164 1.092
171 C 15.63049 19.90596 11.26239  C172 1.472, H175 1.089, H176 1.064, H177 1.131
172 C 16.70588 19.75085 12.25538  C171 1.472, O173 1.224, C174 1.456
173 O 16.62929 18.88004 13.11225  C172 1.224
174 C 17.81281 20.69682 12.22828  C172 1.456, H178 1.069, H179 1.107, H180 1.051
175 H 15.38502 18.92613 10.85464  C171 1.089
176 H 15.93444 20.52470 10.45185  C171 1.064
177 H 14.73252 20.39092 11.75029  C171 1.131
178 H 18.53392 20.37599 12.94903  C174 1.069
179 H 17.34884 21.65773 12.52475  C174 1.107
180 H 18.19128 20.83490 11.25803  C174 1.051
181 C 16.95461 22.05535 15.63147  C182 1.487, H185 1.058, H186 1.130, H187 1.104
182 C 17.87865 21.29979 16.51804  C181 1.487, O183 1.225, C184 1.458
183 O 18.41945 21.82734 17.48261  C182 1.225
184 C 18.00939 19.88262 16.20132  C182 1.458, H188 1.088, H189 1.125, H190 1.059
185 H 16.66700 23.03859 15.89484  C181 1.058
186 H 16.02162 21.42243 15.55048  C181 1.130
187 H 17.36030 22.14544 14.60902  C181 1.104
188 H 17.16320 19.37456 16.65795  C184 1.088
189 H 18.91264 19.42057 16.68721  C184 1.125
190 H 17.93563 19.57811 15.19004  C184 1.059

Computed properties:
Relative energy (zero: lowest compared OMol25 entry of this formula, charge and spin) ... 2.089 eV
Molar mass ... 1103.52 g/mol
Kohn-Sham gap ... 0.348 Ha

# C8H17INO3P

A single C8H17INO3P molecule (ωB97M-V/def2-TZVPD, the Open Molecules 2025 dataset).

Last columns: bonded neighbours and bond lengths (Å).
Geometry (Å):
1 C 0.13514 2.32085 2.06362  C2 1.626, H15 1.145, H16 1.154, H17 1.138
2 C -0.27775 2.69059 0.53550  C1 1.626, O3 1.448, H18 1.142, H19 1.155
3 O -1.56035 2.06948 0.28086  C2 1.448, C4 1.449
4 C -1.70640 1.64815 -1.09804  O3 1.449, P5 1.926, H20 1.156, H21 1.140
5 P -1.37658 -0.23993 -1.28880  C4 1.926, C6 1.891, C10 1.894
6 C -1.72175 -1.03671 0.39078  P5 1.891, C7 1.622, H22 1.142, H23 1.156
7 C -2.67701 -2.34385 0.29681  C6 1.622, O8 1.260, I9 2.178
8 O -3.88260 -2.25624 0.65298  C7 1.260
9 I -2.00258 -4.27006 -0.46498  C7 2.178
10 C 0.44636 -0.34840 -1.78944  P5 1.894, C11 1.631, H24 1.151, H25 1.157
11 C 1.47995 -0.46685 -0.53368  C10 1.631, O12 1.448, C13 1.633, H26 1.153
12 O 2.62675 0.41007 -0.64950  C11 1.448, H27 0.979
13 C 1.89207 -2.04502 -0.46488  C11 1.633, N14 1.497, H28 1.157, H29 1.142
14 N 2.25531 -2.40520 0.94224  C13 1.497, H30 1.039, H31 1.037
15 H -0.52160 2.95116 2.75841  C1 1.145
16 H -0.20220 1.22657 2.20917  C1 1.154
17 H 1.24566 2.45766 2.27284  C1 1.138
18 H 0.56828 2.34942 -0.15099  C2 1.142
19 H -0.40399 3.83701 0.46986  C2 1.155
20 H -1.02287 2.22160 -1.83277  C4 1.156
21 H -2.79072 1.80467 -1.41292  C4 1.140
22 H -0.79873 -1.32497 0.99815  C6 1.142
23 H -2.32373 -0.28582 1.03081  C6 1.156
24 H 0.61046 -1.20768 -2.53805  C10 1.151
25 H 0.69574 0.64160 -2.33429  C10 1.157
26 H 0.91664 -0.13388 0.41553  C11 1.153
27 H 2.76374 0.71396 -1.57008  O12 0.979
28 H 0.91885 -2.60951 -0.73375  C13 1.157
29 H 2.70890 -2.25112 -1.23587  C13 1.142
30 H 2.64879 -1.53557 1.35241  N14 1.039
31 H 1.35621 -2.58196 1.42808  N14 1.037

Computed properties:
Relative energy (zero: lowest compared OMol25 entry of this formula, charge and spin) ... 0.000 eV
Molar mass ... 333.11 g/mol
Kohn-Sham gap ... 0.316 Ha

Here are the calculated total energy numbers, same order: -10404.2835; -9842.1083; -99856.4928; -33590.3920 (eV).
Here are the calculated strongest force on any atom numbers, same order: 4.526; 4.938; 3.796; 5.626 (eV/A).